# 1
A molecular structure, C24H29AsN2O2PdS at a distorted geometry. Source: the Open Molecules 2025 dataset; level of theory: wB97M-V/def2-TZVPD.

```
60
C24H29AsN2O2PdS (wB97M-V/def2-TZVPD)
Pd 1.72 1.04 -0.14
C -3.53 -0.83 1.13
C -3.53 -2.03 0.18
C -4.65 -1.84 -0.86
C -3.78 -3.30 1.01
C -2.20 -2.18 -0.55
C -2.02 -3.30 -1.40
C -0.84 -3.55 -2.05
C 0.21 -2.65 -1.86
S 1.81 -2.74 -2.51
C 2.22 -1.33 -1.68
N 1.23 -0.76 -1.00
C 0.05 -1.51 -1.06
C -1.16 -1.27 -0.42
C 3.52 -0.67 -1.61
C 4.70 -1.03 -2.21
C 5.84 -0.26 -1.98
C 5.80 0.87 -1.17
C 4.61 1.26 -0.56
C 3.48 0.49 -0.80
H -4.50 -0.76 1.62
H -3.35 0.11 0.60
H -2.78 -0.96 1.92
H -5.61 -1.75 -0.35
H -4.71 -2.68 -1.54
H -4.49 -0.94 -1.45
H -4.72 -3.20 1.56
H -2.98 -3.47 1.73
H -3.87 -4.19 0.38
H -2.83 -4.00 -1.52
H -0.72 -4.42 -2.68
H -1.31 -0.37 0.16
H 4.77 -1.90 -2.85
H 6.77 -0.54 -2.44
H 6.70 1.45 -1.01
H 4.56 2.15 0.05
O 2.22 3.14 -0.18
C 1.05 3.40 -0.55
C 0.42 4.65 -1.07
C -1.07 4.29 -1.08
C -1.15 2.82 -0.69
O -2.12 2.13 -0.57
N 0.17 2.39 -0.44
H 0.82 4.85 -2.07
H 0.68 5.50 -0.45
H -1.56 4.44 -2.04
H -1.64 4.85 -0.34
C 2.02 1.62 3.20
As 0.77 0.77 2.03
C 0.78 -1.12 2.35
C -0.97 1.51 2.35
H 1.62 1.42 4.20
H 2.05 2.69 3.02
H 3.01 1.18 3.10
H 0.40 -1.23 3.37
H 1.79 -1.51 2.28
H 0.11 -1.62 1.65
H -1.38 0.97 3.21
H -1.62 1.40 1.49
H -0.85 2.57 2.60
```

The calculation puts the molar mass at 590.917 g mol⁻¹. The calculation puts the max |F| at 1.88 eV/A. The net charge is +2. As for the energy relative to the best compared isomer or geometry (same formula, charge and spin): 1.246 eV. For the orbital gap, the calculation gives 5.2 eV. Its multiplicity is 1.

# 2
A molecular structure, C24H29AuBN6O4SSe at a distorted geometry. Source: the Open Molecules 2025 dataset; level of theory: wB97M-V/def2-TZVPD.

```
67
C24H29AuBN6O4SSe (wB97M-V/def2-TZVPD)
Au -0.04 -0.59 -0.22
N -2.45 3.88 6.14
C -2.17 2.81 5.34
C -0.89 2.62 4.82
C -0.62 1.55 3.98
C -1.63 0.66 3.66
C -2.91 0.81 4.20
C -3.18 1.88 5.02
S -1.28 -0.73 2.66
O -2.11 -1.83 3.06
O 0.16 -0.89 2.66
N -1.60 -0.41 1.07
C -2.90 -0.48 0.53
N -3.92 -0.13 1.29
C -5.12 -0.22 0.73
C -5.31 -0.62 -0.58
C -4.16 -0.94 -1.29
N -2.95 -0.87 -0.75
H -1.68 4.41 6.53
H -3.30 3.89 6.66
H -0.09 3.31 5.08
H 0.37 1.41 3.58
H -3.68 0.09 3.96
H -4.17 2.01 5.44
H -5.97 0.04 1.36
H -6.29 -0.69 -1.02
H -4.20 -1.27 -2.32
C -2.10 4.18 -1.26
C -1.75 3.29 -0.09
C -2.81 3.34 1.00
O -1.71 1.89 -0.56
B -0.73 1.32 0.16
O 0.07 2.11 0.90
C -0.29 3.49 0.46
C 0.71 3.85 -0.63
C -0.19 4.42 1.64
H -3.13 3.98 -1.56
H -1.45 4.00 -2.11
H -2.03 5.23 -0.97
H -3.76 3.01 0.57
H -2.94 4.36 1.37
H -2.56 2.69 1.84
H 0.65 3.16 -1.47
H 1.71 3.81 -0.21
H 0.53 4.86 -0.99
H -0.80 4.08 2.47
H -0.51 5.42 1.35
H 0.85 4.48 1.97
C 5.22 -1.04 -1.22
N 4.42 -1.00 0.00
C 3.09 -1.13 0.10
Se 1.92 -1.43 -1.36
N 2.75 -1.06 1.39
C 3.88 -0.85 2.16
C 4.06 -0.70 3.53
C 5.36 -0.53 3.96
C 6.44 -0.51 3.07
C 6.26 -0.67 1.71
C 4.95 -0.83 1.28
H 4.57 -1.25 -2.06
H 5.97 -1.82 -1.13
H 5.70 -0.07 -1.36
H 1.79 -1.00 1.74
H 3.22 -0.72 4.21
H 5.55 -0.41 5.02
H 7.44 -0.38 3.46
H 7.10 -0.65 1.03
```

The calculation puts the molar mass at 784.340 g mol⁻¹. The calculation puts the max |F| at 1.37 eV/A. The net charge is +1. As for the energy relative to the best compared isomer or geometry (same formula, charge and spin): 1.859 eV. For the orbital gap, the calculation gives 7.5 eV. Its multiplicity is 1.

# 3
A molecular structure, C24H29Cl2N2O2S3Ti at a distorted geometry. Source: the Open Molecules 2025 dataset; level of theory: wB97M-V/def2-TZVPD.

```
63
C24H29Cl2N2O2S3Ti (wB97M-V/def2-TZVPD)
Ti 0.26 -0.36 -0.18
C -0.26 3.99 0.07
C 0.77 2.92 0.19
C 1.04 2.06 -0.88
C 2.09 1.13 -0.82
C 2.82 0.99 0.36
C 2.57 1.85 1.44
C 1.57 2.80 1.35
H -1.02 3.74 -0.67
H 0.22 4.92 -0.27
H -0.74 4.22 1.03
H 0.52 2.21 -1.82
H 2.40 0.60 -1.71
H 3.65 0.30 0.39
H 3.18 1.79 2.33
H 1.41 3.49 2.16
Cl 0.43 -1.91 -4.75
C -0.84 -0.99 -4.07
C -1.98 -0.65 -4.85
C -2.99 0.09 -4.31
Cl -4.34 0.50 -5.27
C -2.93 0.55 -2.96
C -3.89 1.35 -2.31
C -3.67 1.74 -1.00
C -2.52 1.32 -0.34
N -1.60 0.54 -0.91
C -1.81 0.17 -2.22
C -0.78 -0.58 -2.78
O 0.25 -0.79 -1.88
H -2.03 -0.99 -5.87
H -4.77 1.67 -2.84
H -4.37 2.39 -0.49
H -2.31 1.66 0.67
C 1.86 -3.85 2.09
C 2.77 -3.01 1.21
S 2.06 -2.20 -0.24
C 1.24 -3.50 -1.18
C -0.21 -3.84 -0.82
S -1.23 -2.49 -0.14
C -1.89 -3.19 1.40
C -0.95 -3.89 2.36
S 0.50 -2.94 2.86
H 2.48 -4.27 2.89
H 1.45 -4.69 1.54
H 3.55 -3.64 0.78
H 3.27 -2.22 1.77
H 1.86 -4.39 -1.09
H 1.31 -3.18 -2.22
H -0.26 -4.65 -0.09
H -0.72 -4.19 -1.72
H -2.68 -3.87 1.07
H -2.40 -2.35 1.87
H -0.62 -4.85 1.97
H -1.52 -4.13 3.26
C 0.38 0.68 3.86
C -0.58 0.31 2.80
N -1.86 0.22 3.06
O -0.15 0.09 1.61
H -0.06 0.61 4.85
H 0.71 1.71 3.69
H 1.25 0.03 3.79
H -2.20 0.40 3.99
H -2.53 -0.02 2.34
```

The calculation puts the molar mass at 592.482 g mol⁻¹. The calculation puts the max |F| at 1.66 eV/A. The net charge is +3. For the orbital gap, the calculation gives 6.1 eV. Its multiplicity is 1.

# 4
C24H29ClN2O2 in the gas phase. Source: the Open Molecules 2025 dataset; level of theory: wB97M-V/def2-TZVPD.

```
58
C24H29ClN2O2 (wB97M-V/def2-TZVPD)
C -0.47 3.63 -0.49
C -0.04 2.28 -1.07
C -0.91 1.95 -2.29
C 1.43 2.36 -1.55
C 2.41 2.70 -0.47
C 2.85 3.94 -0.12
N 3.73 3.86 0.93
C 3.88 2.55 1.27
C 4.65 1.96 2.26
C 4.60 0.59 2.39
C 3.79 -0.17 1.53
Cl 3.77 -1.89 1.73
C 3.02 0.40 0.54
C 3.06 1.78 0.41
N -0.11 1.18 -0.11
C -1.38 0.90 0.52
C -1.20 -0.28 1.47
O -2.43 -0.71 2.03
C -2.93 -1.94 1.68
C -3.48 -2.70 2.70
C -4.01 -3.95 2.45
C -3.98 -4.47 1.17
C -3.45 -3.72 0.14
C -2.94 -2.44 0.36
O -2.52 -1.60 -0.63
C -2.05 -2.12 -1.86
C -0.73 -2.85 -1.71
C 0.34 -2.66 -2.74
C 0.49 -2.04 -1.38
H -0.28 4.43 -1.20
H 0.09 3.85 0.42
H -1.53 3.63 -0.25
H -1.96 1.96 -2.02
H -0.65 0.96 -2.67
H -0.75 2.68 -3.07
H 1.50 3.11 -2.34
H 1.70 1.39 -1.97
H 2.60 4.90 -0.55
H 4.20 4.64 1.36
H 5.28 2.55 2.92
H 5.18 0.08 3.14
H 2.41 -0.21 -0.10
H 0.58 1.35 0.61
H -1.79 1.75 1.09
H -2.11 0.62 -0.25
H -0.70 -1.10 0.95
H -0.58 0.03 2.32
H -3.48 -2.28 3.69
H -4.44 -4.53 3.26
H -4.37 -5.45 0.97
H -3.45 -4.13 -0.86
H -1.91 -1.23 -2.48
H -2.80 -2.76 -2.34
H -0.82 -3.83 -1.25
H 0.96 -3.50 -3.00
H 0.13 -2.00 -3.57
H 1.22 -2.48 -0.70
H 0.37 -0.98 -1.27
```

The calculation puts the molar mass at 412.961 g mol⁻¹. Its SMILES is CC(C)(Cc1c[nH]c2ccc(Cl)cc12)NCCOc1ccccc1OCC1CC1. The calculation puts the max |F| at 0.60 eV/A. The net charge is 0. As for the energy relative to the best compared isomer or geometry (same formula, charge and spin): 1.400 eV. For the orbital gap, the calculation gives 8.7 eV. Its multiplicity is 1.

# 5
C24H29ClN4O3 in the gas phase. Source: the Open Molecules 2025 dataset; level of theory: wB97M-V/def2-TZVPD.

```
61
C24H29ClN4O3 (wB97M-V/def2-TZVPD)
C -5.52 -2.41 0.86
N -4.82 -1.82 -0.26
C -5.54 -1.67 -1.50
C -3.45 -1.78 -0.25
C -2.72 -1.49 -1.41
C -1.34 -1.39 -1.38
C -0.62 -1.53 -0.19
C 0.83 -1.41 -0.22
C 1.65 -0.69 0.57
N 3.04 -0.69 0.40
C 3.81 -1.41 -0.44
O 3.42 -2.27 -1.20
C 5.27 -1.08 -0.32
C 6.17 -2.14 -0.19
C 7.53 -1.91 -0.09
C 8.01 -0.62 -0.14
C 7.14 0.45 -0.31
C 5.78 0.21 -0.39
Cl 4.73 1.57 -0.65
C 1.31 0.34 1.61
O 2.21 0.97 2.15
N 0.01 0.55 1.89
C -0.43 1.71 2.61
C -1.59 2.37 1.85
N -1.39 2.26 0.42
C -2.59 2.53 -0.34
C -2.31 2.23 -1.82
O -1.24 3.00 -2.31
C -0.08 2.77 -1.55
C -0.30 3.09 -0.07
C -1.35 -1.87 0.96
C -2.72 -2.00 0.93
H -5.40 -1.79 1.76
H -5.17 -3.42 1.08
H -6.59 -2.46 0.64
H -5.26 -0.74 -1.99
H -5.37 -2.51 -2.19
H -6.61 -1.62 -1.29
H -3.21 -1.36 -2.35
H -0.81 -1.18 -2.29
H 1.31 -1.97 -1.01
H 3.47 -0.01 1.03
H 5.77 -3.14 -0.16
H 8.21 -2.74 0.03
H 9.07 -0.43 -0.07
H 7.51 1.46 -0.37
H -0.68 0.11 1.29
H 0.43 2.39 2.72
H -0.76 1.43 3.62
H -2.51 1.82 2.08
H -1.71 3.41 2.19
H -3.39 1.88 0.01
H -2.91 3.58 -0.24
H -3.18 2.49 -2.43
H -2.08 1.16 -1.92
H 0.70 3.40 -1.97
H 0.22 1.71 -1.64
H 0.61 2.87 0.48
H -0.53 4.16 0.04
H -0.82 -2.07 1.88
H -3.23 -2.27 1.84
```

The calculation puts the molar mass at 456.974 g mol⁻¹. Its SMILES is CN(C)c1ccc(/C=C(/NC(=O)c2ccccc2Cl)C(=O)NCCN2CCOCC2)cc1. The calculation puts the max |F| at 0.76 eV/A. The net charge is 0. As for the energy relative to the best compared isomer or geometry (same formula, charge and spin): 2.525 eV. For the orbital gap, the calculation gives 8.1 eV. Its multiplicity is 1.

# 6
A molecular structure, C24H29CuO3SSb. Source: the Open Molecules 2025 dataset; level of theory: wB97M-V/def2-TZVPD.

```
59
C24H29CuO3SSb (wB97M-V/def2-TZVPD)
Cu 1.56 -1.11 0.93
C 0.10 -0.09 3.53
O 0.44 -1.27 2.81
C 1.13 -2.25 3.60
C 2.61 -1.95 3.65
O 3.08 -2.00 2.31
C 4.35 -1.40 2.10
C 4.23 0.10 1.92
O 3.34 0.32 0.84
C 3.20 1.70 0.51
H -0.45 -0.35 4.44
H -0.55 0.49 2.88
H 0.98 0.50 3.79
H 0.97 -3.20 3.11
H 0.71 -2.28 4.61
H 3.13 -2.69 4.26
H 2.79 -0.96 4.09
H 4.74 -1.84 1.19
H 5.03 -1.63 2.92
H 5.21 0.52 1.70
H 3.85 0.59 2.83
H 4.18 2.14 0.32
H 2.71 2.25 1.32
H 2.59 1.75 -0.39
S 1.02 -1.80 -1.10
Sb -0.76 -0.43 -1.53
C -1.46 -0.67 -3.48
C -2.82 -0.85 -3.72
C -3.27 -1.00 -5.02
C -2.38 -0.96 -6.08
C -1.02 -0.78 -5.84
C -0.56 -0.64 -4.54
C -0.31 1.61 -1.29
C -0.03 2.42 -2.39
C 0.27 3.77 -2.19
C 0.27 4.30 -0.90
C -0.03 3.49 0.19
C -0.32 2.15 -0.01
C -2.32 -0.75 -0.17
C -3.41 0.12 -0.14
C -4.43 -0.08 0.79
C -4.35 -1.14 1.68
C -3.26 -2.00 1.65
C -2.24 -1.81 0.73
H -3.53 -0.89 -2.89
H -4.33 -1.14 -5.21
H -2.73 -1.07 -7.09
H -0.32 -0.77 -6.66
H 0.51 -0.53 -4.35
H -0.05 2.02 -3.39
H 0.49 4.40 -3.03
H 0.49 5.34 -0.75
H -0.05 3.91 1.18
H -0.57 1.52 0.84
H -3.47 0.96 -0.82
H -5.28 0.59 0.81
H -5.14 -1.30 2.40
H -3.20 -2.83 2.35
H -1.38 -2.47 0.70
```

The calculation puts the molar mass at 582.866 g mol⁻¹. The calculation puts the max |F| at 0.18 eV/A. The net charge is +1. As for the energy relative to the best compared isomer or geometry (same formula, charge and spin): 0.000 eV. For the orbital gap, the calculation gives 9.1 eV. Its multiplicity is 1.

# 7
3 unconnected molecules or ions with the total composition C24H29F9N3O5S at a distorted geometry. Source: the Open Molecules 2025 dataset; level of theory: wB97M-V/def2-TZVPD.

```
71
C24H29F9N3O5S (wB97M-V/def2-TZVPD)
N 1.62 -4.17 -1.99
C 0.81 -3.62 -0.82
C 0.70 -1.99 -0.78
N 1.65 -1.03 -0.03
C 2.87 -1.53 0.77
C 4.17 -1.71 -0.21
C 5.44 -0.72 0.12
O 6.17 -0.73 1.25
O 5.83 0.24 -0.97
C 1.21 0.44 -0.21
C 1.89 1.80 0.40
F 1.93 2.86 -0.68
F 3.32 1.61 0.81
C 1.09 2.47 1.66
F 0.26 3.59 1.07
F 2.15 3.02 2.58
C 0.14 1.44 2.52
F 0.87 0.18 2.93
F -1.15 1.10 1.80
C -0.36 2.11 3.97
F -1.79 1.68 4.17
F -0.38 3.59 3.95
F 0.39 1.53 5.12
C -0.12 0.36 -1.21
S -1.05 1.90 -1.75
N -0.36 -1.12 -1.49
C -1.51 -1.51 -2.38
O -2.14 -2.81 -2.00
C -3.60 -2.56 -2.19
C -4.08 -2.32 -3.77
C -5.68 -1.99 -4.12
C -6.83 -1.92 -2.91
C -6.28 -2.19 -1.36
C -4.71 -2.51 -0.98
H 2.58 -4.34 -1.57
H 1.26 -5.16 -2.15
H 1.39 -3.95 0.16
H -0.21 -4.19 -0.80
H 2.67 -2.58 1.27
H 3.16 -0.80 1.66
H 4.59 -2.83 -0.23
H 3.78 -1.52 -1.32
H 5.77 1.17 -0.58
H -0.95 2.12 -3.13
H -1.25 -1.58 -3.52
H -2.36 -0.69 -2.22
H -3.34 -2.34 -4.68
H -6.07 -1.80 -5.23
H -7.98 -1.69 -3.13
H -7.09 -2.14 -0.51
H -4.35 -2.66 0.13
C -7.36 0.98 1.89
C -7.81 -0.45 1.77
O -7.68 -1.08 0.73
C -8.43 -1.08 2.99
H -6.93 1.30 0.93
H -8.21 1.62 2.12
H -6.59 1.07 2.66
H -9.33 -0.53 3.28
H -7.71 -1.09 3.82
H -8.71 -2.11 2.76
C 7.67 5.06 0.28
C 8.05 3.70 -0.26
O 7.20 2.94 -0.72
C 9.50 3.33 -0.23
H 6.58 5.20 0.18
H 7.94 5.13 1.33
H 8.17 5.84 -0.30
H 9.86 3.32 0.81
H 10.09 4.03 -0.82
H 9.63 2.32 -0.65
```

The calculation puts the molar mass at 642.561 g mol⁻¹. The calculation puts the max |F| at 9.15 eV/A. The net charge is +1. As for the energy relative to the best compared isomer or geometry (same formula, charge and spin): 21.887 eV. For the orbital gap, the calculation gives 6.5 eV. Its multiplicity is 1.

# 8
2 unconnected molecules or ions with the total composition C24H29IO4S at a distorted geometry. Source: the Open Molecules 2025 dataset; level of theory: wB97M-V/def2-TZVPD.

```
59
C24H29IO4S (wB97M-V/def2-TZVPD)
O -1.92 -3.64 -0.47
C -2.45 -2.70 0.18
C -4.04 -2.46 -0.03
C -4.62 -3.05 -1.36
C -6.14 -2.85 -1.65
C -6.99 -2.07 -0.63
C -6.43 -1.47 0.72
C -7.42 -0.66 1.68
S -7.88 -1.55 3.25
O -7.07 -2.79 3.51
O -7.70 -0.54 4.38
C -4.93 -1.69 1.02
C -4.21 -1.18 2.33
O -4.75 -0.93 3.44
C -2.61 -0.99 2.24
C -1.95 -0.02 3.29
C -0.39 0.24 3.29
C 0.48 -0.44 2.21
C -0.19 -1.40 1.17
C 0.78 -2.06 0.07
C 0.72 -1.37 -1.38
C -0.17 -0.03 -1.47
I 0.87 1.73 -0.68
C -1.72 -1.71 1.17
H -3.99 -3.64 -2.12
H -6.62 -3.28 -2.60
H -8.11 -1.92 -0.84
H -8.40 -0.52 1.09
H -7.02 0.41 1.85
H -9.24 -1.87 3.25
H -2.55 0.52 4.11
H 0.13 0.91 4.06
H 1.60 -0.27 2.16
H 1.87 -2.06 0.47
H 0.47 -3.17 -0.02
H 1.78 -1.10 -1.77
H 0.26 -2.13 -2.11
H -1.23 -0.15 -1.04
H -0.33 0.18 -2.60
C 4.01 2.22 -2.72
C 4.82 1.63 -1.58
C 5.35 2.69 -0.61
C 6.33 3.70 -1.21
C 7.58 3.11 -1.86
C 8.46 2.34 -0.89
H 4.62 2.87 -3.35
H 3.63 1.42 -3.36
H 3.16 2.79 -2.35
H 5.65 1.03 -1.98
H 4.18 0.95 -1.01
H 5.83 2.18 0.24
H 4.50 3.24 -0.18
H 6.64 4.40 -0.42
H 5.80 4.32 -1.96
H 8.16 3.92 -2.30
H 7.30 2.45 -2.69
H 8.78 2.99 -0.07
H 9.35 1.98 -1.40
H 7.94 1.48 -0.46
```

The calculation puts the molar mass at 540.463 g mol⁻¹. Its SMILES is O=C1c2cccc(C[SH](=O)=O)c2C(=O)c2cccc(CCCI)c21.CCCCCC. The calculation puts the max |F| at 6.86 eV/A. The net charge is 0. For the orbital gap, the calculation gives 7.3 eV. Its multiplicity is 1.